(1)
A 2-piece molecular cluster, C5H13N2 overall at a distorted geometry, computed with ωB97M-V/def2-TZVPD.

HOMO level   -13.49 eV
Relative energy (zero: lowest compared OMol25 entry of this formula, charge and spin)   360.1 kJ/mol
Kohn-Sham gap   9.27 eV
Charge   +1

Element x y z (Å)
1 N 2.75278 -2.35756 -0.20069
2 N 0.42381 -1.11811 -0.02250
3 C 0.39254 0.15351 0.11125
4 C 1.57641 0.96273 -0.09347
5 C -2.57576 0.49193 0.31884
6 C -3.72196 1.44849 0.05989
7 C -1.17796 0.78712 0.11441
8 H 1.34117 -1.57540 0.06782
9 H -4.28370 1.78309 0.87423
10 H 2.61932 0.61100 -0.36197
11 H 1.26600 1.73674 -0.81266
12 H -1.07317 1.89647 -0.20701
13 H -0.40467 -1.66653 0.33245
14 H 3.45372 -2.03507 0.40246
15 H -2.69304 -0.50477 0.74231
16 H -4.43801 0.79870 -0.63374
17 H -3.33478 2.35673 -0.43975
18 H 3.06172 -3.29601 -0.32233
19 H 2.93147 -1.72087 -0.93443
20 H 1.62144 1.67234 0.84518

Löwdin population analysis, charges in e, atoms 1 to 5: N 0.066; N 0.198; C -0.245; C -0.030; C -0.121

(2)
An isolated ion of composition C5H13N2 and charge +1 at a distorted geometry, computed with ωB97M-V/def2-TZVPD.

HOMO level   -12.67 eV
Relative energy (zero: lowest compared OMol25 entry of this formula, charge and spin)   253.9 kJ/mol
SMILES   C[C@@H](N)C/C=C/[NH3+]
Kohn-Sham gap   8.90 eV
Charge   +1

Element x y z (Å)
1 N -1.50306 -1.47165 2.55429
2 N 0.85032 1.68854 -0.01322
3 C 1.42479 0.69970 -2.24731
4 C 0.98227 0.44323 -0.80174
5 C -0.45983 -0.15650 -0.84064
6 C -1.04458 -0.18886 0.52555
7 C -0.73384 -1.20836 1.31395
8 H 0.14931 2.29206 -0.43523
9 H 1.18659 -0.20021 -2.81702
10 H -0.96193 0.51063 -1.54214
11 H 0.03756 -1.94466 1.14990
12 H 1.72451 2.20098 -0.06272
13 H -1.66325 -0.60200 3.07542
14 H 2.47706 0.97638 -2.26839
15 H -2.39131 -1.97923 2.53296
16 H 1.71921 -0.14504 -0.25692
17 H -0.38679 -1.12381 -1.33488
18 H -0.91969 -2.04536 3.17364
19 H 0.86137 1.51026 -2.68898
20 H -1.34872 0.74390 0.98350

Löwdin population analysis, charges in e, atoms 1 to 5: N 0.190; N 0.022; C -0.060; C -0.435; C -0.159

(3)
C5H13N2 as an isolated structure, computed with ωB97M-V/def2-TZVPD.

HOMO level   -13.57 eV
Relative energy (zero: lowest compared OMol25 entry of this formula, charge and spin)   226.5 kJ/mol
Kohn-Sham gap   9.93 eV
Charge   +1

Element x y z (Å)
1 N -1.20077 0.89062 -1.08582
2 N -0.02452 -1.33917 -0.50489
3 C 2.13763 -0.91433 2.39784
4 C -0.66475 1.57140 -2.00610
5 C 1.22892 -0.58743 1.49253
6 C 1.32826 -1.03621 0.06397
7 C -2.26926 1.42358 -0.26473
8 H 2.11521 -0.52943 3.40690
9 H 0.09764 -1.92804 -1.32522
10 H -1.94185 1.49487 0.77274
11 H 0.15492 1.13247 -2.56383
12 H -2.65727 2.36509 -0.64748
13 H -0.68881 -0.18950 -0.73543
14 H -1.02924 2.56579 -2.24651
15 H -3.11260 0.72817 -0.22553
16 H -0.52141 -1.92731 0.16382
17 H 1.76751 -0.24406 -0.54686
18 H 1.96908 -1.91373 -0.01854
19 H 0.35760 0.01286 1.74273
20 H 2.95372 -1.57565 2.13042

Löwdin population analysis, charges in e, atoms 1 to 5: N -0.071; N 0.040; C 0.040; C 0.101; C -0.182

(4)
C5H13N2O as an isolated structure at a distorted geometry, computed with ωB97M-V/def2-TZVPD.

HOMO level (alpha / beta)   -8.91 / -8.93 eV
Relative energy (zero: lowest compared OMol25 entry of this formula, charge and spin)   691.6 kJ/mol
Multiplicity   2
Kohn-Sham gap (alpha / beta)   7.82 / 7.84 eV

Element x y z (Å)
1 O 1.70270 -1.63033 -0.69228
2 N -3.08410 -0.94735 0.21670
3 N -0.78295 -0.51551 -1.38880
4 C -1.89013 -0.53292 0.93120
5 C 2.47879 -0.49192 -0.66168
6 C 2.74494 0.34038 0.56838
7 C -0.30215 1.44348 0.04717
8 C -1.26543 0.24612 -0.22973
9 H -1.18067 -1.28784 1.24501
10 H -1.52190 -1.22690 -1.53632
11 H 2.95530 1.40182 0.80525
12 H -0.86987 2.22374 0.51494
13 H -2.21524 0.74605 -0.65419
14 H 3.24821 -0.29209 -1.45202
15 H -2.17485 0.31646 1.66479
16 H 0.06665 -1.10397 -1.12657
17 H 1.79052 0.43663 -0.30409
18 H -3.44536 -1.83452 0.74530
19 H 0.46560 1.18311 0.80507
20 H 0.09195 1.76099 -0.86083
21 H 3.18800 -0.23547 1.36269

Löwdin population analysis, charges in e, atoms 1 to 5: O -0.133; N 0.063; N 0.020; C -0.276; C -0.305

(5)
C5H13N2O as an isolated structure at a distorted geometry, computed with ωB97M-V/def2-TZVPD.

HOMO level   -12.79 eV
Relative energy (zero: lowest compared OMol25 entry of this formula, charge and spin)   1319.0 kJ/mol
Kohn-Sham gap   4.94 eV
Charge   +1

Element x y z (Å)
1 O -1.01209 -1.27180 1.07141
2 N 0.38185 0.64590 0.71672
3 N 3.12468 -0.19391 -1.59036
4 C -2.02193 0.57832 -0.02744
5 C -0.76851 -0.29094 0.19328
6 C 1.15787 -0.23195 1.63487
7 C 1.17440 1.00803 -0.52345
8 C -2.92552 -0.06778 -1.00151
9 H -1.88430 1.34586 0.70568
10 H -3.63604 0.63554 -1.50324
11 H 1.72897 -0.87024 0.94858
12 H -2.45299 -0.83715 -1.73022
13 H -0.35377 -0.78263 -0.77086
14 H 0.36244 -0.85817 2.24112
15 H 2.11300 0.34110 -0.79768
16 H 4.07730 -0.33438 -1.38902
17 H 1.68177 2.01294 -0.60380
18 H 1.78970 0.40946 2.33962
19 H 2.93077 -0.72495 -2.45498
20 H 0.41776 0.91169 -1.33315
21 H -2.92143 -0.21273 0.23768

Löwdin population analysis, charges in e, atoms 1 to 5: O -0.136; N -0.023; N 0.104; C 0.038; C -0.563

(6)
An isolated ion of composition C5H13N2O and charge +1 at a distorted geometry, computed with ωB97M-V/def2-TZVPD.

HOMO level   -12.47 eV
Relative energy (zero: lowest compared OMol25 entry of this formula, charge and spin)   244.2 kJ/mol
SMILES   N[C@H](CO)C/C=C/[NH3+]
Kohn-Sham gap   8.77 eV
Charge   +1

Element x y z (Å)
1 O -0.48602 -1.86902 -1.30115
2 N 2.47464 2.08000 -0.55395
3 N -2.42822 -1.21863 0.98279
4 C -1.31525 -0.69491 -1.10751
5 C 1.91008 0.77296 -0.04212
6 C -1.42252 -0.37826 0.39627
7 C 0.03209 -0.40208 1.04940
8 C 0.73337 0.79199 0.55950
9 H 2.59514 0.00474 -0.35324
10 H -0.75517 0.04678 -1.67452
11 H 3.45956 2.25144 -0.33931
12 H 0.47248 -1.33581 0.71265
13 H -0.97412 -2.63624 -1.05772
14 H -1.73638 0.65777 0.59833
15 H 2.31270 2.12083 -1.57114
16 H -2.28119 -1.35292 1.96992
17 H -2.47818 -2.17226 0.63733
18 H 1.98432 2.87072 -0.12616
19 H -0.08673 -0.40089 2.13154
20 H -2.28012 -0.90630 -1.56444
21 H 0.26951 1.77009 0.65356

Löwdin population analysis, charges in e, atoms 1 to 5: O -0.070; N 0.190; N 0.055; C -0.175; C -0.043

Q: relative energy (zero: lowest compared OMol25 entry of this formula, charge and spin) of number 2 (C5H13N2)?
A: 253.9 kJ/mol

Please write out number 4 again, unchanged.
C5H13N2O as an isolated structure at a distorted geometry, computed with ωB97M-V/def2-TZVPD.

HOMO level (alpha / beta)   -8.91 / -8.93 eV
Relative energy (zero: lowest compared OMol25 entry of this formula, charge and spin)   691.6 kJ/mol
Multiplicity   2
Kohn-Sham gap (alpha / beta)   7.82 / 7.84 eV

Element x y z (Å)
1 O 1.70270 -1.63033 -0.69228
2 N -3.08410 -0.94735 0.21670
3 N -0.78295 -0.51551 -1.38880
4 C -1.89013 -0.53292 0.93120
5 C 2.47879 -0.49192 -0.66168
6 C 2.74494 0.34038 0.56838
7 C -0.30215 1.44348 0.04717
8 C -1.26543 0.24612 -0.22973
9 H -1.18067 -1.28784 1.24501
10 H -1.52190 -1.22690 -1.53632
11 H 2.95530 1.40182 0.80525
12 H -0.86987 2.22374 0.51494
13 H -2.21524 0.74605 -0.65419
14 H 3.24821 -0.29209 -1.45202
15 H -2.17485 0.31646 1.66479
16 H 0.06665 -1.10397 -1.12657
17 H 1.79052 0.43663 -0.30409
18 H -3.44536 -1.83452 0.74530
19 H 0.46560 1.18311 0.80507
20 H 0.09195 1.76099 -0.86083
21 H 3.18800 -0.23547 1.36269

Löwdin population analysis, charges in e, atoms 1 to 5: O -0.133; N 0.063; N 0.020; C -0.276; C -0.305